Entry 1:
{"formula": "C40H34N3O3OsP2S", "method": "ωB97M-V/def2-TZVPD", "species": ["Os", "C", "C", "P", "C", "C", "C", "C", "C", "C", "C", "C", "C", "C", "C", "C", "P", "C", "C", "C", "C", "C", "C", "C", "C", "C", "C", "C", "C", "H", "H", "H", "H", "H", "H", "H", "H", "H", "H", "H", "H", "H", "H", "H", "H", "H", "H", "H", "H", "H", "H", "H", "H", "N", "C", "N", "C", "C", "C", "C", "C", "C", "H", "H", "H", "H", "H", "H", "O", "C", "N", "S", "O", "O", "C", "C", "C", "C", "C", "C", "H", "H", "H", "H"], "xyz": [[-0.169, -0.499, -0.146], [1.866, 1.981, -1.208], [1.721, 2.349, 0.263], [0.270, 1.540, 1.052], [0.598, 1.785, 2.820], [-0.298, 2.503, 3.612], [0.076, 2.880, 4.894], [1.320, 2.526, 5.396], [2.197, 1.771, 4.625], [1.836, 1.393, 3.343], [-1.213, 2.497, 0.650], [-1.152, 3.755, 0.053], [-2.322, 4.450, -0.206], [-3.554, 3.891, 0.107], [-3.618, 2.645, 0.717], [-2.454, 1.949, 0.995], [1.658, 0.175, -1.468], [3.047, -0.745, -0.707], [4.043, -1.390, -1.440], [5.039, -2.100, -0.785], [5.043, -2.204, 0.598], [4.041, -1.591, 1.338], [3.053, -0.873, 0.689], [1.849, -0.065, -3.252], [2.954, 0.560, -3.841], [3.215, 0.365, -5.188], [2.375, -0.431, -5.953], [1.269, -1.034, -5.374], [1.011, -0.864, -4.020], [2.836, 2.296, -1.589], [1.088, 2.444, -1.819], [1.642, 3.427, 0.405], [2.601, 2.027, 0.824], [-1.266, 2.791, 3.228], [-0.604, 3.469, 5.495], [1.609, 2.835, 6.392], [3.164, 1.488, 5.018], [2.530, 0.809, 2.749], [-0.201, 4.207, -0.194], [-2.270, 5.439, -0.642], [-4.464, 4.436, -0.110], [-4.578, 2.224, 0.987], [-2.509, 0.998, 1.505], [4.053, -1.362, -2.518], [5.822, -2.577, -1.360], [5.821, -2.765, 1.100], [4.030, -1.681, 2.418], [2.266, -0.394, 1.266], [3.607, 1.205, -3.267], [4.076, 0.844, -5.635], [2.580, -0.577, -7.005], [0.609, -1.648, -5.972], [0.169, -1.368, -3.568], [-0.671, -4.700, 0.839], [-0.234, -3.733, 0.045], [0.184, -2.645, 0.722], [-0.004, -2.932, 2.037], [0.291, -2.166, 3.200], [-0.008, -2.722, 4.413], [-0.597, -4.002, 4.498], [-0.886, -4.784, 3.351], [-0.558, -4.242, 2.142], [-1.045, -5.593, 0.542], [-0.179, -3.830, -1.030], [0.751, -1.187, 3.127], [0.212, -2.182, 5.323], [-0.830, -4.406, 5.475], [-1.341, -5.762, 3.440], [-0.926, 1.116, -2.499], [-1.740, 0.234, -2.303], [-1.358, -1.004, -1.785], [-2.648, -1.623, -0.936], [-2.777, -3.037, -1.031], [-2.300, -1.119, 0.419], [-3.885, -0.641, -1.717], [-5.259, -0.731, -1.687], [-5.968, 0.239, -2.392], [-5.309, 1.249, -3.086], [-3.919, 1.315, -3.118], [-3.208, 0.346, -2.435], [-5.765, -1.519, -1.145], [-7.048, 0.200, -2.393], [-5.891, 1.992, -3.614], [-3.399, 2.083, -3.674]], "forces_ev_per_angstrom": [[0.6, -0.1, 0.0], [-0.1, -0.1, 0.1], [-0.1, -0.2, 0.0], [0.0, 0.5, -0.1], [-0.1, -0.3, -0.1], [0.1, 0.0, -0.1], [0.0, 0.0, 0.1], [0.0, 0.0, 0.0], [0.0, -0.1, 0.0], [0.0, 0.0, 0.0], [0.0, -0.2, 0.0], [0.1, -0.1, 0.0], [0.0, 0.1, -0.1], [0.0, 0.0, 0.0], [-0.1, 0.0, 0.0], [0.1, 0.1, 0.0], [0.8, 0.4, -0.3], [-0.4, 0.0, 0.3], [0.0, 0.0, 0.0], [0.1, 0.0, 0.0], [0.0, 0.0, 0.0], [-0.1, -0.1, 0.1], [0.0, 0.1, -0.2], [-0.1, 0.0, 0.3], [-0.1, 0.1, 0.0], [0.0, 0.1, 0.0], [0.0, 0.0, 0.0], [0.0, -0.1, 0.1], [0.1, -0.2, 0.0], [0.0, 0.0, 0.0], [0.0, 0.0, 0.0], [0.0, 0.0, 0.1], [0.0, 0.0, 0.0], [0.0, 0.1, 0.0], [0.0, 0.0, 0.0], [0.0, 0.0, 0.0], [0.0, 0.0, 0.0], [0.1, 0.2, 0.1], [0.0, 0.0, 0.0], [0.0, 0.0, 0.0], [0.0, 0.0, 0.0], [0.0, 0.0, 0.0], [0.0, -0.1, 0.0], [0.0, 0.1, -0.1], [0.0, 0.0, 0.0], [0.0, 0.0, 0.0], [0.0, 0.0, 0.0], [0.1, -0.1, 0.0], [0.1, -0.1, 0.0], [0.0, 0.0, 0.0], [0.0, 0.0, 0.0], [0.0, 0.0, 0.0], [0.0, 0.0, 0.0], [0.1, 0.2, -0.2], [0.0, -0.5, -0.1], [-0.3, 0.2, 0.6], [0.1, -0.2, -0.8], [0.0, 0.1, 0.4], [0.2, 0.4, -0.2], [0.0, -0.1, 0.1], [0.0, -0.2, -0.5], [-0.1, -0.1, 0.8], [0.0, 0.0, -0.1], [-0.1, 0.0, 0.0], [0.0, 0.0, 0.0], [0.0, 0.0, 0.0], [0.0, 0.0, 0.0], [0.0, 0.0, 0.1], [-0.3, -0.2, -0.1], [0.1, 1.0, -0.7], [-0.2, -0.6, 0.8], [-0.2, 0.5, -0.8], [-0.2, -0.2, 0.0], [0.1, 0.1, 0.5], [0.4, -0.1, 0.0], [-0.1, -0.2, 0.2], [0.0, 0.0, 0.1], [0.0, 0.0, 0.0], [0.1, 0.0, 0.0], [-0.2, -0.1, 0.1], [0.0, 0.0, 0.0], [0.0, 0.0, 0.0], [0.0, 0.0, 0.0], [0.0, 0.0, 0.0]], "mulliken_charge": [2.35, -1.11, -1.59, 0.79, 1.14, -0.78, -0.80, -0.70, -1.08, -0.19, 0.25, -0.49, -0.96, -0.68, -0.88, -0.21, 1.61, 0.95, -1.21, -0.84, -0.83, -0.76, 1.03, 1.02, -0.73, -0.69, -0.63, -0.80, -0.45, 0.87, 0.30, 1.05, 0.51, 0.45, 0.47, 0.45, 0.51, 0.23, 0.36, 0.49, 0.49, 0.51, 0.53, 0.45, 0.47, 0.44, 0.55, -1.21, 0.32, 0.45, 0.43, 0.46, 0.34, 0.09, -0.78, -0.11, 0.62, -0.06, -0.92, -0.53, -0.88, 0.47, 0.30, 0.57, 0.53, 0.55, 0.45, 0.50, -0.46, 0.79, -0.37, 0.96, -0.65, -0.64, 0.38, -0.87, -0.59, -0.73, -0.33, -0.05, 0.53, 0.47, 0.48, 0.60], "e_above_lowest_kcal_mol": 16.0, "total_charge": 3, "multiplicity": 5, "e_lumo_ev": [-8.6, -12.4], "total_energy_ha": -3105.26831}

Entry 2:
{"formula": "C40H34N6O5S3W", "method": "ωB97M-V/def2-TZVPD", "species": ["W", "C", "C", "C", "C", "N", "C", "C", "C", "C", "C", "C", "N", "C", "C", "C", "C", "C", "N", "H", "H", "H", "H", "H", "H", "H", "H", "H", "H", "H", "C", "C", "N", "N", "C", "S", "S", "C", "C", "C", "C", "C", "C", "C", "C", "C", "C", "C", "C", "C", "O", "H", "H", "H", "H", "H", "H", "H", "H", "H", "H", "H", "H", "H", "H", "C", "C", "C", "C", "C", "C", "C", "S", "O", "O", "N", "C", "C", "O", "O", "H", "H", "H", "H", "H", "H", "H", "H", "H"], "xyz": [[-0.584, 0.847, 0.795], [0.657, 2.316, 4.864], [1.869, 1.674, 5.073], [2.295, 0.740, 4.151], [1.500, 0.476, 3.047], [0.385, 1.172, 2.797], [-0.045, 2.061, 3.707], [1.683, -0.649, 2.143], [2.565, -1.645, 2.357], [2.487, -2.850, 1.595], [1.528, -2.976, 0.664], [0.664, -1.867, 0.354], [0.745, -0.673, 1.106], [-0.188, -1.870, -0.704], [0.013, -2.600, -1.974], [-0.956, -2.576, -3.136], [-2.522, -0.770, -3.576], [-1.879, 0.193, -2.786], [-0.687, -0.567, -0.972], [0.259, 3.024, 5.576], [2.461, 1.885, 5.952], [3.220, 0.204, 4.298], [-0.947, 2.600, 3.472], [3.284, -1.563, 3.157], [3.165, -3.665, 1.808], [1.392, -3.895, 0.111], [0.719, -3.418, -1.977], [-0.761, -3.344, -3.873], [-3.060, -0.485, -4.477], [-2.011, 1.235, -3.053], [1.283, 1.319, -3.659], [0.658, 0.847, -2.395], [1.011, 1.207, -1.217], [2.196, 1.896, -1.138], [2.168, 2.688, -0.118], [0.700, 2.970, 0.766], [3.503, 3.601, 0.466], [4.592, 3.772, -0.995], [4.147, 4.869, -1.913], [4.475, 6.193, -1.641], [4.013, 7.211, -2.460], [3.214, 6.915, -3.556], [2.889, 5.596, -3.838], [3.353, 4.579, -3.017], [-0.358, -0.229, -2.386], [0.096, -1.521, -3.048], [-2.464, -2.165, -3.150], [-3.177, -2.217, -1.791], [-3.090, -1.219, -0.935], [-2.110, -0.126, -1.208], [-2.110, 1.036, -0.538], [1.218, 2.406, -3.711], [0.801, 0.889, -4.536], [2.345, 1.063, -3.671], [4.644, 2.804, -1.489], [5.561, 3.985, -0.545], [5.097, 6.432, -0.786], [4.278, 8.237, -2.245], [2.854, 7.711, -4.194], [2.281, 5.362, -4.702], [3.121, 3.546, -3.240], [0.889, -1.456, -3.779], [-2.989, -2.816, -3.843], [-3.787, -3.091, -1.610], [-3.588, -1.234, 0.020], [-3.156, -6.729, 0.892], [-2.820, -5.354, 1.392], [-3.793, -4.353, 1.443], [-3.500, -3.106, 1.966], [-2.215, -2.846, 2.429], [-1.234, -3.823, 2.397], [-1.544, -5.068, 1.873], [-1.876, -1.277, 3.136], [-0.512, -1.283, 3.572], [-2.904, -0.941, 4.068], [-2.036, -0.211, 1.789], [-3.277, 0.592, 1.908], [-3.018, 2.038, 1.556], [-3.838, 2.857, 1.322], [-1.667, 2.285, 1.529], [-4.082, -6.732, 0.320], [-3.286, -7.413, 1.733], [-2.358, -7.132, 0.269], [-4.798, -4.569, 1.102], [-4.279, -2.357, 2.056], [-0.254, -3.615, 2.802], [-0.787, -5.843, 1.861], [-3.653, 0.567, 2.930], [-4.078, 0.240, 1.256]], "forces_ev_per_angstrom": [[1.6, 0.3, -1.1], [0.0, 0.0, 0.0], [0.0, 0.0, 0.0], [0.0, 0.0, -0.1], [0.0, 0.0, 0.0], [-0.5, -0.2, 0.4], [0.1, 0.0, -0.1], [0.0, 0.0, -0.1], [0.0, 0.0, 0.0], [0.0, 0.0, 0.0], [0.0, 0.0, 0.0], [0.0, 0.0, 0.0], [0.0, -0.2, 0.2], [0.1, 0.0, 0.0], [-0.1, 0.0, 0.0], [0.0, 0.0, 0.1], [0.0, 0.1, -0.1], [0.3, -0.1, -0.1], [-0.5, -0.1, 0.2], [0.0, 0.0, 0.0], [0.0, 0.0, 0.0], [0.0, 0.0, 0.0], [0.0, 0.0, 0.0], [0.0, 0.0, 0.0], [0.0, 0.0, 0.0], [0.0, 0.0, 0.0], [0.0, 0.0, 0.0], [0.0, 0.0, 0.0], [-0.1, 0.0, 0.1], [0.0, 0.0, 0.1], [0.0, 0.0, 0.0], [0.1, -0.1, 0.0], [0.1, -0.2, -0.1], [-0.2, 0.2, 0.0], [0.2, 0.0, -0.1], [-0.3, 0.1, 0.2], [-0.1, 0.2, 0.0], [0.1, -0.2, 0.0], [-0.2, 0.1, 0.1], [0.0, 0.0, 0.0], [0.0, 0.0, 0.0], [0.0, 0.0, 0.0], [0.0, 0.0, 0.0], [0.0, 0.0, -0.1], [0.0, -0.1, 0.1], [0.0, 0.0, -0.1], [0.1, 0.0, 0.0], [-0.1, 0.0, -0.1], [-0.1, 0.0, -0.1], [0.1, -0.1, 0.2], [-0.3, 0.0, 0.0], [0.0, 0.0, 0.0], [0.0, 0.0, 0.0], [0.0, 0.0, 0.0], [0.0, 0.0, 0.0], [0.0, 0.0, 0.0], [0.0, 0.0, 0.0], [0.0, 0.0, 0.0], [0.0, 0.0, 0.0], [0.0, 0.0, 0.0], [0.0, 0.0, 0.0], [0.0, 0.0, 0.0], [0.0, 0.0, 0.0], [0.0, 0.0, 0.0], [0.1, 0.0, 0.0], [0.0, 0.0, 0.0], [0.0, 0.0, 0.0], [0.0, 0.0, 0.0], [0.0, 0.0, 0.0], [-0.2, 0.1, -0.1], [0.0, 0.0, 0.0], [0.0, 0.0, 0.0], [0.3, -0.2, -0.1], [0.0, -0.1, -0.1], [-0.1, 0.0, -0.1], [0.0, 0.5, 0.6], [-0.1, -0.1, -0.1], [0.1, -0.1, 0.0], [0.0, 0.1, 0.2], [-0.4, 0.1, -0.1], [0.0, 0.0, 0.0], [0.0, 0.0, 0.0], [0.0, 0.0, 0.0], [0.0, 0.0, 0.0], [0.0, 0.0, 0.0], [0.0, 0.0, 0.0], [0.0, 0.0, 0.0], [0.0, 0.0, 0.0], [0.0, 0.0, 0.0]], "mulliken_charge": [2.57, -0.97, -0.75, -0.93, 1.09, 0.32, -0.33, 0.47, -0.86, -1.33, -1.37, 0.49, 0.37, 0.33, -0.71, -0.82, -0.96, -0.45, 0.04, 0.52, 0.51, 0.52, 0.50, 0.49, 0.47, 0.48, 0.65, 0.54, 0.40, 0.91, -1.92, -0.90, 0.71, -1.48, 0.51, -0.40, 0.06, -1.23, 0.27, -0.39, -0.62, -0.40, -0.69, 0.14, 2.31, -1.02, -0.15, -1.08, -0.96, 1.89, -0.78, 0.37, 0.57, 0.39, 0.39, 0.56, 0.39, 0.40, 0.40, 0.40, 0.45, 0.65, 1.01, 0.56, 0.21, -1.60, 0.85, -0.96, -0.52, -0.06, -0.29, -0.85, 1.61, -0.61, -0.81, -0.57, -0.48, 0.30, -0.56, -0.92, 0.38, 0.34, 0.39, 0.49, 0.62, 0.75, 0.51, 0.94, 0.22], "total_charge": 2, "e_lumo_ev": [-8.4, -8.4], "total_energy_ha": -3510.43845}